{"formula": "C4H8ClN", "method": "ωB97M-V with the def2-TZVPD basis set", "symbols": ["C", "C", "Cl", "C", "C", "N", "H", "H", "H", "H", "H", "H", "H", "H"], "coordinates": [[1.591, 1.449, -0.382], [1.137, 0.154, -0.241], [2.200, -1.175, 0.447], [-0.401, 0.029, -0.096], [-0.931, -1.486, -0.591], [-0.775, 0.122, 1.383], [0.762, 2.123, -0.630], [2.577, 1.954, -0.238], [-0.913, 0.833, -0.546], [-0.667, -2.368, 0.188], [-1.992, -1.186, -0.682], [-0.494, -1.839, -1.624], [-0.287, 1.071, 1.642], [-1.806, 0.319, 1.370]], "homo_ev": -9.56, "charge": 0}